Entry 1:
C19H23N3O4 | the ωB97M-V functional and the def2-TZVPD basis

Bonds (Å) are listed after each position.
Element x y z (Å)
1 C 3.10326 1.37588 -5.61164  H2 1.088, C3 1.523, H48 1.087, H49 1.087
2 H 3.83886 0.75751 -5.10092  C1 1.088
3 C 1.96606 1.75063 -4.67089  C1 1.523, C4 1.531, H46 1.092, H47 1.091
4 C 2.48110 2.54732 -3.46969  C3 1.531, O5 1.413, H44 1.097, H45 1.094
5 O 1.44948 2.93307 -2.58487  C4 1.413, C6 1.356
6 C 0.90720 2.03623 -1.72455  O5 1.356, C7 1.399, C11 1.391
7 C -0.15654 2.51422 -0.95207  C6 1.399, C8 1.372, H43 1.078
8 C -0.76403 1.68987 -0.03932  C7 1.372, C9 1.398, H42 1.078
9 C -0.34457 0.36954 0.14649  C8 1.398, C10 1.411, C24 1.438
10 C 0.73254 -0.11120 -0.62846  C9 1.411, C11 1.390, O13 1.358
11 C 1.34372 0.72617 -1.55414  C6 1.391, C10 1.390, H12 1.077
12 H 2.16378 0.35584 -2.14516  C11 1.077
13 O 1.08659 -1.40509 -0.41818  C10 1.358, C14 1.413
14 C 2.20169 -1.96608 -1.07999  O13 1.413, C15 1.530, H22 1.094, H23 1.097
15 C 3.53595 -1.53150 -0.46919  C14 1.530, C16 1.523, H20 1.091, H21 1.092
16 C 4.70903 -2.17320 -1.19778  C15 1.523, H17 1.088, H18 1.087, H19 1.087
17 H 4.71979 -1.87953 -2.24563  C16 1.088
18 H 5.64818 -1.86542 -0.74571  C16 1.087
19 H 4.64240 -3.25747 -1.14844  C16 1.087
20 H 3.54524 -1.82248 0.58259  C15 1.091
21 H 3.62165 -0.44361 -0.50861  C15 1.092
22 H 2.07599 -3.04549 -0.95420  C14 1.094
23 H 2.17282 -1.74536 -2.15450  C14 1.097
24 C -0.98595 -0.49007 1.10458  C9 1.438, N25 1.280, H41 1.093
25 N -1.96320 -0.08193 1.82275  C24 1.280, N26 1.340
26 N -2.50414 -0.94224 2.69609  N25 1.340, C27 1.352, H40 1.026
27 C -3.53695 -0.58658 3.49353  N26 1.352, C28 1.409, C32 1.417
28 C -4.06885 0.71560 3.40599  C27 1.409, C29 1.370, H39 1.077
29 C -5.11348 1.11459 4.19679  C28 1.370, C30 1.398, H38 1.080
30 C -5.68535 0.23385 5.11962  C29 1.398, C31 1.370, H37 1.078
31 C -5.19091 -1.03954 5.22796  C30 1.370, C32 1.402, H36 1.079
32 C -4.12224 -1.47354 4.43038  C27 1.417, C31 1.402, N33 1.413
33 N -3.67983 -2.80348 4.61333  C32 1.413, O34 1.218, O35 1.231
34 O -4.24430 -3.49701 5.44035  N33 1.218
35 O -2.74058 -3.21879 3.93412  N33 1.231
36 H -5.60825 -1.74497 5.93015  C31 1.079
37 H -6.50691 0.55368 5.74007  C30 1.078
38 H -5.49943 2.11873 4.10647  C29 1.080
39 H -3.61737 1.38208 2.68981  C28 1.077
40 H -2.13863 -1.89749 2.78117  N26 1.026
41 H -0.60072 -1.50937 1.19377  C24 1.093
42 H -1.58599 2.04367 0.56098  C8 1.078
43 H -0.47587 3.53350 -1.09462  C7 1.078
44 H 3.26443 1.99029 -2.93996  C4 1.097
45 H 2.91219 3.49177 -3.81421  C4 1.094
46 H 1.45726 0.84938 -4.32294  C3 1.092
47 H 1.22951 2.35924 -5.19825  C3 1.091
48 H 2.72094 0.82054 -6.46403  C1 1.087
49 H 3.60443 2.26826 -5.97902  C1 1.087

Results
SMILES string: CCCOc1ccc(/C=N/Nc2ccccc2[N+](=O)[O-])c(OCCC)c1
Energy relative to the best compared isomer or geometry (same formula, charge and spin), eV: 6.995
F_max, hartree/bohr: 0.0264
E_HOMO, eV: -7.42
Total charge: 0
Lowest unoccupied orbital energy, eV: -0.352
HOMO-LUMO gap, eV: 7.07
Molar mass, u: 357.41
Electronic energy, hartree: -1202.90831

=====

Entry 2:
C3H6ClNO | the ωB97M-V functional and the def2-TZVPD basis

Bonds (Å) are listed after each position.
Element x y z (Å)
1 C 0.79971 -0.39843 0.86312  C2 1.534, H7 1.151, H8 1.012, H9 1.038
2 C 0.94821 0.48654 -0.38138  C1 1.534, C3 1.484, H10 1.065, H11 1.186
3 C -0.32295 1.17366 -0.72010  C2 1.484, Cl6 1.683, H12 1.041
4 N -1.84142 -1.88702 -0.64298  O5 1.180
5 O -2.57611 -1.15314 -0.08201  N4 1.180
6 Cl -1.62214 0.96499 0.32904  C3 1.683
7 H -0.07246 -1.14664 0.92000  C1 1.151
8 H 1.68415 -0.86531 1.01740  C1 1.012
9 H 0.62637 0.22440 1.67501  C1 1.038
10 H 1.75889 1.12725 -0.12464  C2 1.065
11 H 1.27306 -0.20663 -1.28684  C2 1.186
12 H -0.65531 1.68033 -1.56663  C3 1.041

Results
Energy relative to the best compared isomer or geometry (same formula, charge and spin), eV: 5.629
F_max, hartree/bohr: 0.0885
E_HOMO (spin up / spin down), eV: -7.69 / -8.61
Total charge: 0
Lowest unoccupied orbital energy (spin up / spin down), eV: 0.292 / -0.499
HOMO-LUMO gap (spin up / spin down), eV: 7.98 / 8.11
Molar mass, u: 107.54
Electronic energy, hartree: -707.90725

=====

Entry 3:
C11H17N4 | the ωB97M-V functional and the def2-TZVPD basis

Bonds (Å) are listed after each position.
Element x y z (Å)
1 C 1.24776 0.00073 2.56774  C2 1.511, H11 1.076, H12 1.085, H19 1.094
2 C 1.34377 0.39316 1.11124  C1 1.511, C3 1.360, C4 1.448
3 C 1.62953 1.60121 0.55676  C2 1.360, N10 1.404, H13 1.074
4 C 1.34205 -0.54970 0.01199  C2 1.448, C5 1.398, C6 1.401
5 C 1.49332 0.16065 -1.18274  C4 1.398, C7 1.404, N10 1.392
6 C 1.17446 -1.93942 -0.03362  C4 1.401, C8 1.378, H15 1.077
7 C 1.37304 -0.45380 -2.43886  C5 1.404, C9 1.376, H16 1.082
8 C 0.95534 -2.52252 -1.26334  C6 1.378, C9 1.410, H17 1.091
9 C 1.14552 -1.81027 -2.46577  C7 1.376, C8 1.410, H18 1.074
10 N 1.59222 1.50741 -0.84379  C3 1.404, C5 1.392, H14 1.009
11 H 0.23409 -0.13429 2.90380  C1 1.076
12 H 1.83107 0.71209 3.14327  C1 1.085
13 H 1.93607 2.56199 0.92518  C3 1.074
14 H 2.10033 2.19096 -1.38475  N10 1.009
15 H 1.02041 -2.58615 0.81424  C6 1.077
16 H 1.57253 0.16912 -3.30087  C7 1.082
17 H 0.62925 -3.56256 -1.29902  C8 1.091
18 H 1.08321 -2.36151 -3.38593  C9 1.074
19 H 1.83595 -0.91206 2.69780  C1 1.094
20 C -1.92721 -0.86485 -0.63726  N22 1.441, H30 1.082, H31 1.075, H32 1.095
21 C -2.35542 0.95995 0.88648  N22 1.318, N23 1.321, N24 1.360
22 N -2.46247 -0.31881 0.58381  C20 1.441, C21 1.318, H25 1.006
23 N -1.63213 1.77402 0.13843  C21 1.321, H26 1.010, H27 1.007
24 N -3.12020 1.47626 1.88559  C21 1.360, H28 1.009, H29 1.008
25 H -3.06868 -0.89226 1.14596  N22 1.006
26 H -1.00237 1.51759 -0.60827  N23 1.010
27 H -1.72783 2.76422 0.29327  N23 1.007
28 H -3.05724 1.12810 2.83017  N24 1.009
29 H -3.22709 2.47851 1.86682  N24 1.008
30 H -1.78268 -1.93498 -0.56470  C20 1.082
31 H -0.99756 -0.44923 -0.98255  C20 1.075
32 H -2.58968 -0.89399 -1.50897  C20 1.095

Results
Energy relative to the best compared isomer or geometry (same formula, charge and spin), eV: 0.389
F_max, hartree/bohr: 0.0399
E_HOMO, eV: -11.08
Total charge: +1
Lowest unoccupied orbital energy, eV: -2.776
HOMO-LUMO gap, eV: 8.30
Molar mass, u: 205.28
Electronic energy, hartree: -648.17911